[1]
Here is a 14-piece molecular cluster, C28H84N10O14 overall in a non-equilibrium geometry from the Open Molecules 2025 dataset. Energies are from wB97M-V/def2-TZVPD.

## Properties
2S+1: 1
F_max: 1.99 eV/A
Highest occupied orbital energy: -8.88 eV
Charge: 0
LUMO energy: -0.05 eV
Total energy: -73970.427 eV

Last columns: bonded neighbours and bond lengths (Å).
Geometry (Å):
1 C -8.14 19.13 11.14  C2 1.514, H4 1.095, H5 1.089, H6 1.086
2 C -9.36 18.98 10.26  C1 1.514, O3 1.452, H7 1.089, H8 1.094
3 O -10.55 18.76 11.06  C2 1.452, H9 0.970
4 H -7.23 18.98 10.56  C1 1.095
5 H -8.14 18.33 11.88  C1 1.089
6 H -8.09 20.12 11.61  C1 1.086
7 H -9.37 18.12 9.59  C2 1.089
8 H -9.53 19.88 9.66  C2 1.094
9 H -10.56 19.44 11.75  O3 0.970
10 C -10.67 24.99 12.32  C11 1.512, H13 1.095, H14 1.090, H15 1.090
11 C -9.74 23.95 11.74  C10 1.512, O12 1.414, H16 1.099, H17 1.095
12 O -10.49 22.97 11.05  C11 1.414, H18 0.979
13 H -11.49 24.45 12.79  C10 1.095
14 H -11.15 25.62 11.58  C10 1.090
15 H -10.25 25.62 13.11  C10 1.090
16 H -9.09 23.50 12.50  C11 1.099
17 H -9.01 24.37 11.05  C11 1.095
18 H -10.61 22.17 11.61  O12 0.979
19 C -7.35 19.79 14.99  C20 1.522, H22 1.089, H23 1.098, H24 1.094
20 C -7.99 20.96 15.73  C19 1.522, O21 1.434, H25 1.090, H26 1.087
21 O -8.70 21.82 14.84  C20 1.434, H27 0.965
22 H -7.98 18.91 14.90  C19 1.089
23 H -6.44 19.46 15.52  C19 1.098
24 H -6.93 20.02 14.01  C19 1.094
25 H -7.23 21.51 16.28  C20 1.090
26 H -8.69 20.51 16.43  C20 1.087
27 H -8.03 22.27 14.31  O21 0.965
28 C -11.16 26.20 16.68  C29 1.527, H31 1.091, H32 1.086, H33 1.091
29 C -10.83 24.89 15.96  C28 1.527, O30 1.422, H34 1.097, H35 1.096
30 O -9.46 24.90 15.59  C29 1.422, H36 0.961
31 H -12.25 26.22 16.77  C28 1.091
32 H -10.77 27.04 16.12  C28 1.086
33 H -10.74 26.15 17.68  C28 1.091
34 H -11.52 24.80 15.10  C29 1.097
35 H -11.05 24.03 16.60  C29 1.096
36 H -9.14 24.00 15.44  O30 0.961
37 C -15.42 24.63 16.90  O38 1.229, N39 1.361, N40 1.362
38 O -15.61 24.64 18.11  C37 1.229
39 N -14.87 23.58 16.24  C37 1.361, H41 1.002, H42 1.013
40 N -15.81 25.66 16.09  C37 1.362, H43 1.005, H44 1.000
41 H -14.48 22.82 16.77  N39 1.002
42 H -14.55 23.70 15.28  N39 1.013
43 H -15.73 25.54 15.10  N40 1.005
44 H -16.33 26.45 16.43  N40 1.000
45 C -16.99 21.77 13.21  O46 1.228, N47 1.371, N48 1.362
46 O -17.59 22.16 12.22  C45 1.228
47 N -15.85 21.01 13.15  C45 1.371, H49 1.012, H50 1.004
48 N -17.37 22.09 14.48  C45 1.362, H51 1.002, H52 1.005
49 H -15.51 20.59 14.01  N47 1.012
50 H -15.65 20.62 12.25  N47 1.004
51 H -18.26 22.54 14.59  N48 1.002
52 H -16.85 21.77 15.28  N48 1.005
53 C -11.71 22.10 18.57  O54 1.222, N55 1.367, N56 1.362
54 O -12.73 21.94 17.92  C53 1.222
55 N -10.49 21.59 18.22  C53 1.367, H57 1.002, H58 1.003
56 N -11.72 22.78 19.76  C53 1.362, H59 1.005, H60 1.003
57 H -9.66 21.88 18.69  N55 1.002
58 H -10.46 21.15 17.31  N55 1.003
59 H -12.52 23.36 19.95  N56 1.005
60 H -10.87 22.92 20.27  N56 1.003
61 C -14.92 25.36 12.69  O62 1.223, N63 1.377, N64 1.366
62 O -14.28 24.64 13.44  C61 1.223
63 N -14.40 26.53 12.20  C61 1.377, H65 1.003, H66 1.002
64 N -16.12 25.04 12.11  C61 1.366, H67 1.011, H68 1.002
65 H -14.95 27.15 11.64  N63 1.003
66 H -13.54 26.84 12.61  N63 1.002
67 H -16.50 24.12 12.29  N64 1.011
68 H -16.55 25.69 11.49  N64 1.002
69 C -15.64 19.62 16.95  O70 1.233, N71 1.364, N72 1.351
70 O -15.45 19.86 15.76  C69 1.233
71 N -16.57 18.70 17.33  C69 1.364, H73 1.001, H74 1.003
72 N -15.00 20.25 17.95  C69 1.351, H75 1.018, H76 1.004
73 H -16.82 18.55 18.29  N71 1.001
74 H -17.03 18.21 16.58  N71 1.003
75 H -14.27 20.95 17.82  N72 1.018
76 H -15.31 20.11 18.90  N72 1.004
77 C -10.03 15.73 16.60  C78 1.527, H81 1.097, H82 1.085, H83 1.091
78 C -9.93 14.72 15.46  C77 1.527, C79 1.512, O80 1.435, H84 1.095
79 C -9.04 15.20 14.34  C78 1.512, H85 1.089, H86 1.095, H87 1.091
80 O -9.44 13.48 15.97  C78 1.435, H88 0.959
81 H -10.33 16.69 16.17  C77 1.097
82 H -9.09 15.78 17.15  C77 1.085
83 H -10.88 15.47 17.23  C77 1.091
84 H -10.93 14.52 15.04  C78 1.095
85 H -9.53 15.92 13.69  C79 1.089
86 H -8.81 14.34 13.70  C79 1.095
87 H -8.08 15.58 14.70  C79 1.091
88 H -10.19 12.89 16.11  O80 0.959
89 C -12.72 16.30 12.71  C90 1.519, H93 1.091, H94 1.095, H95 1.092
90 C -12.66 16.07 11.20  C89 1.519, C91 1.517, O92 1.423, H96 1.099
91 C -13.72 15.09 10.73  C90 1.517, H97 1.090, H98 1.092, H99 1.093
92 O -12.84 17.30 10.52  C90 1.423, H100 0.976
93 H -11.87 16.89 13.03  C89 1.091
94 H -12.73 15.37 13.28  C89 1.095
95 H -13.64 16.84 12.97  C89 1.092
96 H -11.69 15.65 10.90  C90 1.099
97 H -13.64 14.12 11.21  C91 1.090
98 H -13.62 14.96 9.65  C91 1.092
99 H -14.73 15.47 10.92  C91 1.093
100 H -12.01 17.81 10.64  O92 0.976
101 C -15.18 22.43 9.87  C102 1.499, H105 1.087, H106 1.093, H107 1.095
102 C -13.77 22.27 10.34  C101 1.499, C103 1.520, O104 1.432, H108 1.102
103 C -13.16 20.97 9.84  C102 1.520, H109 1.094, H110 1.094, H111 1.090
104 O -12.99 23.40 9.94  C102 1.432, H112 0.973
105 H -15.68 23.34 10.21  C101 1.087
106 H -15.80 21.60 10.23  C101 1.093
107 H -15.28 22.38 8.78  C101 1.095
108 H -13.76 22.33 11.44  C102 1.102
109 H -12.06 21.01 9.82  C103 1.094
110 H -13.39 20.82 8.78  C103 1.094
111 H -13.48 20.10 10.42  C103 1.090
112 H -12.12 23.26 10.35  O104 0.973
113 C -13.24 15.49 18.97  C114 1.518, H117 1.090, H118 1.090, H119 1.095
114 C -14.24 16.15 18.03  C113 1.518, C115 1.518, O116 1.435, H120 1.096
115 C -13.67 16.36 16.64  C114 1.518, H121 1.092, H122 1.092, H123 1.092
116 O -15.38 15.28 18.00  C114 1.435, H124 0.964
117 H -13.01 14.49 18.60  C113 1.090
118 H -13.57 15.45 20.00  C113 1.090
119 H -12.32 16.09 18.99  C113 1.095
120 H -14.52 17.12 18.47  C114 1.096
121 H -12.94 17.17 16.64  C115 1.092
122 H -14.45 16.63 15.93  C115 1.092
123 H -13.12 15.46 16.33  C115 1.092
124 H -15.95 15.62 17.31  O116 0.964
125 C -11.53 19.42 14.52  C126 1.520, H129 1.098, H130 1.091, H131 1.089
126 C -11.74 20.62 13.61  C125 1.520, C127 1.514, O128 1.440, H132 1.098
127 C -12.36 21.85 14.24  C126 1.514, H133 1.090, H134 1.097, H135 1.089
128 O -10.52 20.95 12.91  C126 1.440, H136 0.973
129 H -11.02 19.74 15.44  C125 1.098
130 H -10.91 18.69 14.00  C125 1.091
131 H -12.47 18.94 14.79  C125 1.089
132 H -12.44 20.31 12.82  C126 1.098
133 H -12.38 22.66 13.51  C127 1.090
134 H -11.77 22.20 15.09  C127 1.097
135 H -13.37 21.64 14.60  C127 1.089
136 H -9.86 21.22 13.57  O128 0.973

Atomic partial charges in e from the Mulliken method, atoms 1 to 2: atom 1 (C): -0.728, atom 2 (C): -0.491

[2]
Here is a 14-piece molecular cluster, C28H84O14S14 overall in a non-equilibrium geometry from the Open Molecules 2025 dataset. Energies are from wB97M-V/def2-TZVPD.

## Properties
2S+1: 1
F_max: 3.12 eV/A
Highest occupied orbital energy: -7.78 eV
Charge: 0
LUMO energy: -0.58 eV
Total energy: -210742.302 eV

Last columns: bonded neighbours and bond lengths (Å).
Geometry (Å):
1 C -6.67 -1.86 -2.45  S2 1.851, H5 1.090, H6 1.090, H7 1.090
2 S -5.38 -1.79 -1.13  C1 1.851, O3 1.504, C4 1.832
3 O -4.26 -2.65 -1.66  S2 1.504
4 C -4.92 -0.02 -1.15  S2 1.832, H8 1.090, H9 1.090, H10 1.090
5 H -6.35 -1.31 -3.33  C1 1.090
6 H -7.60 -1.38 -2.15  C1 1.090
7 H -6.73 -2.90 -2.79  C1 1.090
8 H -3.89 0.08 -0.81  C4 1.090
9 H -5.49 0.56 -0.43  C4 1.090
10 H -5.09 0.41 -2.14  C4 1.090
11 C 3.78 3.10 -0.03  S12 1.839, H15 1.090, H16 1.090, H17 1.090
12 S 4.80 2.43 -1.39  C11 1.839, O13 1.507, C14 1.822
13 O 3.99 1.50 -2.26  S12 1.507
14 C 4.76 3.99 -2.33  S12 1.822, H18 1.090, H19 1.090, H20 1.090
15 H 3.55 2.31 0.69  C11 1.090
16 H 2.80 3.42 -0.39  C11 1.090
17 H 4.25 3.92 0.52  C11 1.090
18 H 3.74 4.14 -2.66  C14 1.090
19 H 5.41 3.96 -3.21  C14 1.090
20 H 5.14 4.82 -1.74  C14 1.090
21 C -2.96 -3.86 3.68  S22 1.776, H25 1.090, H26 1.090, H27 1.090
22 S -4.39 -2.84 3.39  C21 1.776, O23 1.530, C24 1.877
23 O -4.47 -1.95 4.64  S22 1.530
24 C -3.54 -1.82 2.07  S22 1.877, H28 1.090, H29 1.090, H30 1.090
25 H -2.05 -3.29 3.86  C21 1.090
26 H -2.71 -4.36 2.74  C21 1.090
27 H -3.09 -4.47 4.57  C21 1.090
28 H -2.54 -1.70 2.49  C24 1.090
29 H -4.02 -0.84 1.97  C24 1.090
30 H -3.34 -2.35 1.14  C24 1.090
31 C -3.29 0.08 -5.87  S32 1.850, H35 1.090, H36 1.090, H37 1.090
32 S -3.08 -1.70 -5.41  C31 1.850, O33 1.504, C34 1.846
33 O -1.93 -2.26 -6.19  S32 1.504
34 C -2.46 -1.25 -3.72  S32 1.846, H38 1.090, H39 1.090, H40 1.090
35 H -2.35 0.65 -5.86  C31 1.090
36 H -3.99 0.60 -5.22  C31 1.090
37 H -3.69 0.26 -6.86  C31 1.090
38 H -3.19 -0.86 -3.02  C34 1.090
39 H -1.62 -0.57 -3.80  C34 1.090
40 H -2.13 -2.09 -3.11  C34 1.090
41 C 4.25 -1.84 -2.15  S42 1.856, H45 1.090, H46 1.090, H47 1.090
42 S 2.78 -2.92 -1.78  C41 1.856, O43 1.542, C44 1.909
43 O 2.69 -3.93 -2.94  S42 1.542
44 C 3.48 -3.80 -0.23  S42 1.909, H48 1.090, H49 1.090, H50 1.090
45 H 4.15 -1.26 -3.07  C41 1.090
46 H 5.09 -2.51 -2.29  C41 1.090
47 H 4.37 -1.14 -1.32  C41 1.090
48 H 3.47 -3.02 0.53  C44 1.090
49 H 4.49 -4.18 -0.37  C44 1.090
50 H 2.80 -4.58 0.12  C44 1.090
51 C 2.41 5.18 4.32  S52 1.797, H55 1.090, H56 1.090, H57 1.090
52 S 1.06 3.99 4.34  C51 1.797, O53 1.537, C54 1.844
53 O -0.13 4.37 3.45  S52 1.537
54 C 2.01 2.73 3.39  S52 1.844, H58 1.090, H59 1.090, H60 1.090
55 H 2.09 6.17 4.65  C51 1.090
56 H 2.83 5.27 3.32  C51 1.090
57 H 3.20 4.84 5.00  C51 1.090
58 H 1.44 1.83 3.13  C54 1.090
59 H 2.74 2.43 4.14  C54 1.090
60 H 2.55 3.09 2.52  C54 1.090
61 C 5.95 -1.91 2.63  S62 1.831, H65 1.090, H66 1.090, H67 1.090
62 S 5.85 -0.15 2.12  C61 1.831, O63 1.546, C64 1.827
63 O 4.41 0.18 1.70  S62 1.546
64 C 6.12 0.52 3.80  S62 1.827, H68 1.090, H69 1.090, H70 1.090
65 H 5.71 -2.60 1.82  C61 1.090
66 H 5.31 -2.07 3.49  C61 1.090
67 H 6.92 -2.23 3.02  C61 1.090
68 H 6.03 1.61 3.81  C64 1.090
69 H 7.02 0.17 4.31  C64 1.090
70 H 5.36 0.18 4.51  C64 1.090
71 C 0.06 2.12 -3.27  S72 1.881, H75 1.090, H76 1.090, H77 1.090
72 S -1.18 3.41 -2.68  C71 1.881, O73 1.540, C74 1.845
73 O -1.47 4.27 -3.92  S72 1.540
74 C -2.51 2.14 -2.66  S72 1.845, H78 1.090, H79 1.090, H80 1.090
75 H -0.21 1.74 -4.26  C71 1.090
76 H 0.04 1.27 -2.58  C71 1.090
77 H 1.09 2.46 -3.31  C71 1.090
78 H -3.47 2.45 -2.24  C74 1.090
79 H -2.02 1.27 -2.21  C74 1.090
80 H -2.77 1.87 -3.68  C74 1.090
81 C -3.79 5.64 -1.30  S82 1.882, H85 1.090, H86 1.090, H87 1.090
82 S -3.65 4.86 0.41  C81 1.882, O83 1.501, C84 1.848
83 O -3.56 3.40 0.10  S82 1.501
84 C -1.91 5.38 0.73  S82 1.848, H88 1.090, H89 1.090, H90 1.090
85 H -3.82 6.72 -1.15  C81 1.090
86 H -4.65 5.33 -1.89  C81 1.090
87 H -2.89 5.44 -1.88  C81 1.090
88 H -1.64 6.44 0.82  C84 1.090
89 H -1.33 4.80 0.01  C84 1.090
90 H -1.60 5.06 1.72  C84 1.090
91 C 1.27 -1.50 -4.19  S92 1.812, H95 1.090, H96 1.090, H97 1.090
92 S 0.85 -0.61 -5.71  C91 1.812, O93 1.509, C94 1.832
93 O 1.78 0.56 -5.92  S92 1.509
94 C 1.34 -1.83 -6.99  S92 1.832, H98 1.090, H99 1.090, H100 1.090
95 H 0.67 -2.40 -4.04  C91 1.090
96 H 0.90 -0.84 -3.40  C91 1.090
97 H 2.35 -1.66 -4.18  C91 1.090
98 H 2.41 -2.04 -6.91  C94 1.090
99 H 1.09 -1.49 -7.99  C94 1.090
100 H 0.76 -2.71 -6.72  C94 1.090
101 C -1.88 0.70 5.11  S102 1.838, H105 1.090, H106 1.090, H107 1.090
102 S -3.40 1.73 5.12  C101 1.838, O103 1.525, C104 1.822
103 O -3.25 2.55 6.40  S102 1.525
104 C -3.00 2.80 3.70  S102 1.822, H108 1.090, H109 1.090, H110 1.090
105 H -1.84 0.25 4.12  C101 1.090
106 H -2.07 0.01 5.94  C101 1.090
107 H -1.02 1.35 5.25  C101 1.090
108 H -2.60 2.23 2.86  C104 1.090
109 H -2.33 3.59 4.02  C104 1.090
110 H -3.89 3.32 3.32  C104 1.090
111 C -1.03 1.11 1.07  S112 1.870, H115 1.090, H116 1.090, H117 1.090
112 S -0.03 -0.28 0.30  C111 1.870, O113 1.531, C114 1.867
113 O -0.45 -0.63 -1.13  S112 1.531
114 C 1.70 0.42 0.33  S112 1.867, H118 1.090, H119 1.090, H120 1.090
115 H -2.03 0.71 1.24  C111 1.090
116 H -1.15 1.99 0.43  C111 1.090
117 H -0.62 1.48 2.01  C111 1.090
118 H 1.76 1.39 -0.16  C114 1.090
119 H 2.39 -0.21 -0.23  C114 1.090
120 H 1.85 0.58 1.40  C114 1.090
121 C 2.43 -1.45 3.83  S122 1.808, H125 1.090, H126 1.090, H127 1.090
122 S 0.81 -2.17 4.15  C121 1.808, O123 1.539, C124 1.873
123 O -0.23 -1.54 3.21  S122 1.539
124 C 1.34 -3.87 3.54  S122 1.873, H128 1.090, H129 1.090, H130 1.090
125 H 3.24 -2.04 4.24  C121 1.090
126 H 2.58 -0.44 4.21  C121 1.090
127 H 2.47 -1.34 2.74  C121 1.090
128 H 0.48 -4.25 2.99  C124 1.090
129 H 1.61 -4.45 4.43  C124 1.090
130 H 2.20 -3.79 2.87  C124 1.090
131 C -0.79 -4.31 -1.31  S132 1.825, H135 1.090, H136 1.090, H137 1.090
132 S -1.44 -6.00 -1.07  C131 1.825, O133 1.524, C134 1.877
133 O -0.53 -6.96 -1.83  S132 1.524
134 C -0.83 -6.18 0.69  S132 1.877, H138 1.090, H139 1.090, H140 1.090
135 H 0.29 -4.23 -1.23  C131 1.090
136 H -1.07 -3.52 -0.62  C131 1.090
137 H -1.11 -4.00 -2.30  C131 1.090
138 H 0.21 -5.88 0.62  C134 1.090
139 H -0.85 -7.19 1.09  C134 1.090
140 H -1.50 -5.55 1.29  C134 1.090

Atomic partial charges in e from the Mulliken method, atoms 1 to 2: atom 1 (C): -1.016, atom 2 (S): 0.462

Sequential energy above the lowest of the compared OMol25 structures with the same formula, charge and spin output: 0.0; 60.0 kcal/mol
Sequential HOMO-LUMO gap output: 8.84; 7.20 eV